Record 1
# C11H44O11

A 11-piece molecular cluster, C11H44O11 overall (ωB97M-V/def2-TZVPD, the OMol25 dataset).

Properties
ΔE to the lowest compared entry with this formula, charge and spin	216.16	kJ/mol
total energy	-34638.1600	eV
HOMO	-9.65	eV

```
66
Properties=species:S:1:pos:R:3:lowdin_charge:R:1
O -9.26 -12.53 13.41 -0.131
C -11.70 -12.98 9.42 -0.153
H -7.42 -5.86 9.93 0.067
H -5.75 -11.14 7.07 0.075
O -10.61 -13.77 8.94 -0.148
H -6.87 -13.62 16.54 0.066
O -7.75 -8.31 12.45 -0.158
H -9.88 -8.30 12.35 0.074
H -6.60 -9.22 15.61 0.092
H -5.93 -10.89 15.82 0.070
H -11.35 -12.03 9.72 0.042
O -3.17 -9.68 10.59 -0.163
H -5.96 -5.19 9.49 0.079
H -9.15 -9.80 12.90 0.066
C -7.08 -13.77 10.87 -0.100
H -12.12 -13.53 10.31 0.093
H -11.03 -13.21 13.70 0.075
H -9.12 -9.10 8.79 0.099
H -10.01 -13.12 8.51 0.074
H -9.15 -8.31 13.94 0.090
H -7.72 -8.73 11.57 0.044
H -4.99 -11.38 12.87 0.062
H -6.68 -9.49 13.40 0.037
H -4.03 -10.91 7.26 0.077
C -10.60 -12.24 13.60 -0.152
H -4.00 -13.78 12.54 0.087
H -12.45 -13.01 8.58 0.091
H -4.89 -9.52 15.39 0.069
C -6.70 -14.26 15.67 -0.199
O -7.03 -13.73 14.44 -0.128
O -7.46 -9.57 9.93 -0.124
H -8.73 -10.87 8.80 0.082
H -4.54 -11.75 9.25 0.065
H -6.34 -13.98 10.09 0.072
H -3.83 -8.23 12.02 0.070
H -6.98 -10.38 10.06 0.048
H -6.67 -14.18 11.76 0.059
H -3.58 -10.32 11.17 -0.005
C -5.86 -9.97 15.25 -0.112
H -10.72 -11.73 14.55 0.085
H -8.97 -12.50 12.48 0.067
C -2.90 -8.56 11.52 -0.128
H -2.59 -7.77 10.77 0.085
H -2.83 -12.76 11.77 0.058
H -3.06 -12.52 13.38 0.074
H -9.51 -10.09 10.19 0.064
O -4.55 -11.76 12.07 -0.157
H -5.61 -14.44 15.63 0.079
C -9.07 -8.72 12.93 -0.089
C -3.59 -12.77 12.49 -0.084
H -2.03 -8.78 12.26 0.096
O -4.90 -12.32 8.56 -0.108
H -6.59 -6.45 12.02 0.039
H -6.08 -7.03 9.83 0.070
O -6.25 -10.21 13.90 -0.150
H -11.07 -11.67 12.85 0.063
C -6.36 -6.01 10.09 -0.153
H -7.99 -13.63 14.36 0.048
H -8.02 -14.23 10.56 0.080
C -8.74 -9.95 9.41 -0.131
O -7.32 -12.35 11.04 -0.152
C -4.82 -11.64 7.37 -0.192
H -7.21 -15.24 15.92 0.090
O -6.24 -5.73 11.48 -0.141
H -4.58 -12.41 6.62 0.081
H -6.65 -12.04 11.68 0.055
```



Record 2
# C11H5F6MnN3O8S7

C11H5F6MnN3O8S7 as an isolated structure (ωB97M-V/def2-TZVPD, the OMol25 dataset).

Properties
ΔE to the lowest compared entry with this formula, charge and spin	0.00	kJ/mol
total energy	-155818.2161	eV
HOMO (spin up / spin down)	-1.64 / -1.69	eV
<S²>	8.75
spin multiplicity	6
net charge	-2

```
41
Properties=species:S:1:pos:R:3:lowdin_spin:R:1
O 1.89 -0.70 0.17 0.030
O -1.53 4.44 4.48 0.000
H -0.79 4.92 -0.58 0.000
C -0.80 1.68 2.18 0.002
S 1.13 -2.97 -1.65 0.005
N -0.70 1.90 0.84 0.030
C -1.32 3.27 4.22 0.000
O -0.06 -2.33 -1.10 0.032
O -0.72 0.12 3.94 0.005
C -0.65 0.29 2.70 0.006
F 2.74 -3.77 2.24 0.000
Mn -0.33 -0.18 -0.31 4.715
S -3.78 3.38 -5.78 -0.001
S -3.80 1.59 -3.38 0.004
O 4.03 -1.78 0.69 0.003
C -1.10 2.86 2.82 0.000
C -0.92 3.18 0.63 0.004
O -1.30 2.32 5.12 0.000
F 2.07 -1.87 3.00 0.000
H -1.98 3.72 -1.12 0.000
S 2.64 -1.92 0.41 0.004
C 1.98 -2.70 1.96 0.000
F 1.70 -5.53 -2.03 0.001
H -1.10 1.42 4.67 0.000
N -1.16 3.80 1.81 0.001
S -2.74 -0.04 -1.13 0.045
O -0.48 -0.59 1.83 0.037
H -1.38 4.77 1.97 0.000
S -1.30 2.43 -4.40 0.003
C -2.41 0.98 -2.50 0.011
C 0.67 -4.76 -1.64 0.002
F 0.29 -5.17 -0.44 0.000
C -1.21 1.39 -2.99 0.010
C -0.99 3.86 -0.68 0.000
C -3.00 2.52 -4.57 0.001
F -0.34 -4.96 -2.49 0.000
H -0.27 3.40 -1.36 0.000
S 0.39 1.03 -2.40 0.044
N 2.36 -3.04 -0.65 0.001
F 0.73 -3.12 1.82 0.000
O 1.50 -2.69 -3.00 0.001
```



Record 3
# C11H66BrFN2O27S

A 27-piece molecular cluster, C11H66BrFN2O27S overall (ωB97M-V/def2-TZVPD, the OMol25 dataset).

Properties
total energy	-154327.8412	eV
HOMO	-9.23	eV

```
109
Properties=species:S:1:pos:R:3:lowdin_charge:R:1
H 3.57 7.32 -2.00 0.035
O 1.29 -0.44 5.94 -0.082
O -4.08 4.38 0.49 -0.056
C 0.26 -1.30 -1.34 -0.006
H -3.27 -2.46 -5.66 -0.001
H 5.79 4.19 -1.30 0.045
O 1.96 -2.44 -4.13 -0.072
H 1.71 0.19 -2.97 0.114
H -7.63 -2.51 4.63 0.034
O -8.01 -2.20 5.46 -0.067
H 1.29 -0.43 4.98 -0.033
H -4.03 3.58 1.04 0.042
H -5.91 3.29 0.01 0.017
C 1.38 0.98 -2.14 -0.414
H -3.27 1.38 5.21 0.058
C 2.35 -0.43 0.04 -0.128
H 0.56 -3.34 4.58 0.034
O 4.38 -6.90 0.30 -0.067
H 8.71 -9.23 0.23 0.047
O 1.58 8.71 -2.24 -0.064
H 5.51 -3.79 1.10 0.021
H -4.71 -3.47 1.81 0.034
H -4.59 -4.97 2.09 0.055
H -2.23 4.78 -4.13 0.046
H -5.67 -0.94 4.67 0.031
H -4.90 0.25 4.08 -0.006
H 0.77 3.87 -1.07 0.084
H 0.39 -2.52 3.30 -0.012
H -5.00 -0.24 0.66 0.028
H 4.74 -2.68 0.38 -0.009
H -1.63 0.58 -2.49 0.118
H -2.07 -2.14 -2.82 -0.021
H -1.95 -0.44 0.13 0.120
H 1.77 4.44 1.12 0.078
H -0.88 3.49 4.27 0.058
O -0.64 2.82 3.61 -0.075
H 1.20 -3.04 -4.09 0.029
H -0.09 2.19 4.11 0.025
H 0.68 8.98 -2.48 0.043
H 6.24 -4.78 3.95 0.031
O -3.16 1.09 4.28 -0.057
O -6.03 2.36 -0.26 -0.066
H -4.63 1.43 -3.56 -0.005
H 5.79 -3.46 3.32 0.000
F -3.63 1.03 -1.76 -0.136
H -0.38 -4.55 -1.98 -0.034
C -2.14 1.13 -1.59 -0.098
H 2.11 -0.90 6.17 0.039
C 1.96 3.88 -1.14 -0.518
H 7.81 -6.25 1.43 0.034
O -5.50 -0.48 3.83 -0.065
O -5.10 1.58 -4.40 -0.069
H -6.49 -2.81 1.00 0.009
C 2.60 4.04 0.39 -0.176
H 2.43 -2.59 -3.30 -0.015
O 0.15 -3.37 3.70 -0.071
H 5.33 -6.93 0.46 0.000
H -3.46 4.20 -0.23 0.038
N -0.46 -2.41 -1.41 0.146
H 7.69 -4.76 1.16 0.053
H 4.61 6.48 -1.27 0.041
H 1.48 8.34 -1.35 0.040
H 2.32 4.82 -1.75 0.054
H -2.37 1.57 3.98 0.004
O -3.69 -3.03 -6.32 -0.063
H -5.34 2.22 -0.92 0.004
H -2.20 1.35 0.68 0.135
O 6.17 -3.83 4.13 -0.065
O 8.45 -8.30 0.32 -0.063
Br 5.38 -0.06 -0.67 0.673
H 7.95 -8.13 -0.49 0.046
C -1.61 0.67 -0.11 -0.151
O 5.24 -2.86 1.19 -0.081
H -7.26 -1.71 0.28 0.050
O -2.54 -1.98 -3.65 -0.071
H -4.20 -0.89 1.79 0.021
O -6.76 -1.89 1.09 -0.057
O 5.79 4.19 -0.33 -0.068
H 6.61 3.72 -0.10 0.047
H 3.59 4.68 0.39 0.057
O 7.20 -5.59 1.07 -0.059
C 3.57 -0.95 -0.93 -0.581
C 1.01 0.09 -0.80 -0.333
H -3.30 -2.58 -3.61 0.045
H 0.19 -5.62 -2.91 0.033
H 1.09 4.43 -4.23 0.058
C 0.22 0.64 1.80 -0.018
H 0.43 1.52 -2.61 0.100
H -4.61 -3.09 -6.02 0.036
O -5.19 -4.31 1.73 -0.059
H 0.17 2.09 0.04 0.133
O -0.50 -5.48 -2.25 -0.075
O -2.05 5.68 -3.81 -0.064
H 2.00 -1.38 0.68 0.155
O -4.10 -0.51 0.90 -0.075
C -0.02 0.94 0.17 -0.169
H -5.86 0.98 -4.35 0.041
O 3.65 6.55 -1.42 -0.061
H 0.19 5.52 -3.65 0.026
H -2.80 6.19 -4.13 0.051
H 3.99 -6.71 1.17 0.039
S 2.68 2.30 -1.85 0.798
H -1.91 2.30 -1.68 0.132
N 0.48 -0.02 2.91 0.132
O 0.71 4.74 -3.40 -0.086
H 2.94 2.94 0.68 0.051
O 3.50 -1.92 -1.84 -0.085
H -8.53 -1.43 5.20 0.043
H 2.79 0.38 0.76 0.114
```



Record 4
# C11H6CdF6N2O4S3Te4

C11H6CdF6N2O4S3Te4 as an isolated structure (ωB97M-V/def2-TZVPD, the OMol25 dataset).

Properties
ΔE to the lowest compared entry with this formula, charge and spin	58.19	kJ/mol
total energy	-105224.6321	eV
HOMO	-0.45	eV
net charge	-2

```
37
Properties=species:S:1:pos:R:3:lowdin_charge:R:1
C -3.11 3.10 -2.81 -0.463
H 1.04 -1.45 -5.64 0.102
N 0.52 -0.64 3.15 -0.294
C 1.01 -0.86 -4.73 -0.074
H -0.93 -0.01 -5.12 0.094
F 2.76 0.17 4.85 0.129
C 1.94 -0.19 -2.64 -0.216
O 2.70 -1.41 2.27 -0.265
N 0.91 0.60 -2.37 0.015
C -0.08 -0.06 -4.45 -0.045
C -0.10 0.66 -3.25 -0.355
H 2.90 -1.58 -3.97 0.099
Te -1.15 -8.01 1.08 -0.521
F -1.49 -0.73 5.44 0.144
C -1.28 0.39 4.75 -0.676
S -2.23 2.30 -4.03 0.967
O -1.93 -0.86 2.60 -0.330
S 1.85 -0.28 2.40 0.503
Te -0.68 -3.90 1.34 -0.114
H -3.09 3.17 -0.66 0.081
Cd -0.46 0.82 -0.01 1.174
C -1.56 1.84 -1.57 -0.304
F -2.39 1.13 4.80 0.124
O 1.69 0.63 1.29 -0.429
F 2.06 1.94 3.82 0.122
S -0.87 0.01 2.99 0.495
O -0.83 1.33 2.36 -0.410
C -1.23 1.51 -2.85 -0.572
Te -0.06 -1.95 -0.49 -0.028
H -3.93 3.76 -3.06 0.046
H 2.71 -0.25 -1.88 0.104
C 2.70 0.78 3.66 -0.676
F 3.95 1.05 3.27 0.121
F -0.30 1.08 5.35 0.124
Te -0.41 -5.94 -0.49 -0.332
C -2.65 2.77 -1.57 -0.258
C 2.05 -0.93 -3.81 -0.079
```